Molecular formula: C42H87NO18S9
Method: DFT, ωB97M-V/def2-TZVPD

Last columns: bonded neighbours and bond lengths (Å).
Geometry (Å):
1 H 2.087 -10.490 -3.444  C71 1.090
2 H 0.219 7.762 1.847  C13 1.090
3 C 7.319 4.800 -4.245  S16 1.821, H52 1.090, H53 1.090, C113 1.498
4 H -3.369 7.868 -4.061  C146 1.090
5 H -1.752 2.217 -2.075  C153 1.090
6 H -6.454 -4.942 -2.727  C75 1.090
7 C -6.504 -7.110 -2.980  H73 1.090, C75 1.495, S115 1.901, H142 1.090
8 H -0.675 -0.227 -3.221  C64 1.090
9 C -6.910 1.653 0.019  C36 1.573, H62 1.090, H118 1.090, C149 1.523
10 C 5.267 3.636 -3.012  S16 1.837, H20 1.090, C126 1.547, H151 1.090
11 H 6.953 -5.958 1.721  C88 1.090
12 O -8.619 -1.114 1.460  S138 1.459
13 C 0.874 8.109 2.647  H2 1.090, S34 1.869, C96 1.568, H111 1.090
14 H 4.097 -3.893 -9.911  C38 1.090
15 H 4.718 -5.300 0.628  C89 1.090
16 S 6.223 5.195 -2.845  C3 1.821, C10 1.837, O30 1.456, O128 1.446
17 O 4.103 -5.266 -5.690  S93 1.450
18 H -8.717 2.638 -0.772  C36 1.090
19 O -1.984 9.584 -1.595  S54 1.461
20 H 5.606 3.063 -2.150  C10 1.090
21 H 4.966 -3.745 1.408  C89 1.090
22 O 6.919 -4.639 4.787  S68 1.474
23 H -8.197 3.426 0.643  C36 1.090
24 H 5.150 -5.743 -8.341  C32 1.090
25 O 2.358 6.260 1.352  S34 1.453
26 C 0.607 0.868 -0.024  S33 1.870, C48 1.524, H90 1.090, H137 1.090
27 H -0.478 3.505 6.863  C45 1.090
28 H 2.188 2.138 10.183  C78 1.090
29 O 1.659 -0.431 -2.204  S33 1.465
30 O 7.030 5.285 -1.636  S16 1.456
31 H -1.489 1.433 0.197  C48 1.090
32 C 4.099 -5.474 -8.442  H24 1.090, C38 1.518, H61 1.090, S93 1.846
33 S 0.542 -0.533 -1.261  C26 1.870, O29 1.465, C64 1.831, O134 1.460
34 S 2.554 7.462 2.145  C13 1.869, O25 1.453, O106 1.459, C156 1.865
35 H -0.029 2.092 -2.310  C153 1.090
36 C -8.264 2.433 0.198  C9 1.573, H18 1.090, H23 1.090, C150 1.492
37 H 0.605 2.919 11.814  C119 1.090
38 C 3.837 -4.040 -8.863  H14 1.090, C32 1.518, H49 1.090, C148 1.513
39 O -8.644 -7.425 -1.315  S115 1.455
40 H 0.763 10.032 3.719  C96 1.090
41 C 1.212 -8.430 -1.824  S43 1.879, C76 1.551, H107 1.090, H117 1.090
42 H -8.998 1.583 2.103  C150 1.090
43 S -0.124 -9.659 -1.338  C41 1.879, O47 1.472, C67 1.886, O129 1.499
44 H 1.349 -11.361 -0.572  C67 1.090
45 C 0.061 2.567 6.735  H27 1.090, H81 1.090, C136 1.516, H145 1.090
46 H 1.114 -4.555 -6.746  C59 1.090
47 O -0.513 -9.484 0.071  S43 1.472
48 C -0.603 1.730 -0.364  C26 1.524, H31 1.090, H139 1.090, C153 1.518
49 H 4.505 -3.359 -8.336  C38 1.090
50 H 2.915 -4.617 2.349  C100 1.090
51 O 2.486 -6.913 -6.795  S93 1.481
52 H 8.323 5.179 -4.054  C3 1.090
53 H 6.728 5.212 -5.063  C3 1.090
54 S -2.609 8.268 -1.709  O19 1.461, O60 1.440, C108 1.883, C146 1.897
55 H 2.809 1.102 7.506  C130 1.090
56 H 3.565 -6.192 2.376  C100 1.090
57 H 0.048 10.065 2.157  C96 1.090
58 H 2.141 -2.797 -8.738  C148 1.090
59 C 2.102 -4.230 -7.074  H46 1.090, S93 1.854, H122 1.090, C148 1.518
60 O -1.851 7.048 -1.808  S54 1.440
61 H 3.640 -6.144 -9.169  C32 1.090
62 H -6.523 1.685 1.038  C9 1.090
63 C -0.431 2.900 9.887  H70 1.090, H85 1.090, N99 1.535, C119 1.559
64 C -0.887 0.112 -2.207  H8 1.090, S33 1.831, H125 1.090, C153 1.527
65 H 5.210 3.148 -5.182  C126 1.090
66 H 3.684 0.815 8.881  C130 1.090
67 C 1.013 -11.143 -1.585  S43 1.886, H44 1.090, C71 1.578, H116 1.090
68 S 6.035 -5.528 4.012  O22 1.474, C88 1.871, O98 1.436, C140 1.837
69 H -4.988 -5.721 -3.421  C75 1.090
70 H -1.492 2.955 9.643  C63 1.090
71 C 2.274 -10.625 -2.379  H1 1.090, C67 1.578, C76 1.534, H124 1.090
72 H 2.898 10.450 2.639  C79 1.090
73 H -7.289 -6.941 -3.717  C7 1.090
74 H -1.273 1.316 7.942  C136 1.090
75 C -5.806 -5.818 -2.706  H6 1.090, C7 1.495, H69 1.090, C152 1.526
76 C 2.558 -9.196 -1.900  C41 1.551, C71 1.534, H131 1.090, H141 1.090
77 H -3.945 7.073 -0.017  C108 1.090
78 C 1.833 2.132 9.152  H28 1.090, N99 1.500, H120 1.090, C130 1.544
79 C 2.192 10.111 1.881  H72 1.090, C96 1.583, H135 1.090, C156 1.538
80 H -5.499 9.428 -1.332  C110 1.090
81 H 1.112 2.798 6.561  C45 1.090
82 H -7.127 -5.619 -0.121  C143 1.090
83 H 3.847 9.163 0.795  C156 1.090
84 O -6.662 -8.987 -1.030  S115 1.478
85 H -0.085 3.856 9.496  C63 1.090
86 H -1.043 3.626 11.865  C119 1.090
87 H -5.992 8.024 -3.415  C132 1.090
88 C 6.321 -5.205 2.191  H11 1.090, S68 1.871, C89 1.538, H97 1.090
89 C 4.965 -4.822 1.576  H15 1.090, H21 1.090, C88 1.538, C100 1.505
90 H 0.691 0.471 0.987  C26 1.090
91 H 7.753 2.669 -3.694  C113 1.090
92 H -6.233 7.938 -0.897  C110 1.090
93 S 3.262 -5.651 -6.806  O17 1.450, C32 1.846, O51 1.481, C59 1.854
94 H 3.815 -5.103 4.878  C140 1.090
95 H 1.713 -4.481 -9.088  C148 1.090
96 C 0.910 9.675 2.700  C13 1.568, H40 1.090, H57 1.090, C79 1.583
97 H 6.928 -4.309 2.062  C88 1.090
98 O 5.925 -6.948 4.198  S68 1.436
99 N 0.360 1.861 9.078  C63 1.535, C78 1.500, C136 1.467
100 C 3.848 -5.151 2.529  H50 1.090, H56 1.090, C89 1.505, C140 1.553
101 O -9.724 -0.455 -0.742  S138 1.476
102 H -10.238 1.718 0.872  C150 1.090
103 H -7.334 0.010 -1.454  C149 1.090
104 H -4.841 -4.796 -1.024  C152 1.090
105 H -4.361 -6.427 -1.234  C152 1.090
106 O 3.489 7.606 3.255  S34 1.459
107 H 0.885 -7.991 -2.767  C41 1.090
108 C -4.054 8.032 -0.525  S54 1.883, H77 1.090, C110 1.536, H112 1.090
109 H -3.924 9.398 -3.388  C146 1.090
110 C -5.322 8.353 -1.330  H80 1.090, H92 1.090, C108 1.536, C132 1.521
111 H 0.547 7.533 3.513  C13 1.090
112 H -3.843 8.833 0.183  C108 1.090
113 C 7.259 3.313 -4.422  C3 1.498, H91 1.090, C126 1.517, H147 1.090
114 H -5.185 6.701 -2.733  C132 1.090
115 S -7.205 -7.637 -1.294  C7 1.901, O39 1.455, O84 1.478, C143 1.869
116 H 0.375 -11.921 -2.005  C67 1.090
117 H 1.221 -7.667 -1.046  C41 1.090
118 H -6.308 2.155 -0.738  C9 1.090
119 C -0.417 2.838 11.445  H37 1.090, C63 1.559, H86 1.090, H155 1.090
120 H 2.092 3.093 8.707  C78 1.090
121 H 2.222 8.715 0.183  C156 1.090
122 H 2.397 -3.381 -6.458  C59 1.090
123 H 0.180 0.536 7.451  C136 1.090
124 H 3.187 -11.163 -2.122  C71 1.090
125 H -1.874 -0.220 -1.882  C64 1.090
126 C 5.795 2.937 -4.288  C10 1.547, H65 1.090, C113 1.517, H144 1.090
127 H 4.554 -3.759 4.085  C140 1.090
128 O 5.462 6.368 -3.215  S16 1.446
129 O -1.145 -9.625 -2.434  S43 1.499
130 C 2.648 0.954 8.573  H55 1.090, H66 1.090, C78 1.544, H133 1.090
131 H 2.984 -9.201 -0.897  C76 1.090
132 C -5.173 7.791 -2.735  H87 1.090, C110 1.521, H114 1.090, C146 1.535
133 H 2.150 0.005 8.775  C130 1.090
134 O 0.198 -1.749 -0.530  S33 1.460
135 H 1.885 10.815 1.108  C79 1.090
136 C -0.212 1.500 7.776  C45 1.516, H74 1.090, N99 1.467, H123 1.090
137 H 1.462 1.469 -0.334  C26 1.090
138 S -8.836 -0.142 0.394  O12 1.459, O101 1.476, C149 1.815, C150 1.867
139 H -0.551 2.778 -0.069  C48 1.090
140 C 4.340 -4.821 3.965  S68 1.837, H94 1.090, C100 1.553, H127 1.090
141 H 3.268 -8.776 -2.612  C76 1.090
142 H -5.730 -7.819 -3.273  C7 1.090
143 C -6.321 -6.334 -0.286  H82 1.090, S115 1.869, C152 1.583, H154 1.090
144 H 5.805 1.847 -4.252  C126 1.090
145 H -0.209 2.093 5.791  C45 1.090
146 C -3.808 8.335 -3.179  H4 1.090, S54 1.897, H109 1.090, C132 1.535
147 H 7.700 2.992 -5.366  C113 1.090
148 C 2.379 -3.837 -8.514  C38 1.513, H58 1.090, C59 1.518, H95 1.090
149 C -7.240 0.223 -0.390  C9 1.523, H103 1.090, S138 1.815, H157 1.090
150 C -9.167 1.583 1.027  C36 1.492, H42 1.090, H102 1.090, S138 1.867
151 H 4.197 3.759 -2.843  C10 1.090
152 C -5.234 -5.777 -1.292  C75 1.526, H104 1.090, H105 1.090, C143 1.583
153 C -0.884 1.597 -1.850  H5 1.090, H35 1.090, C48 1.518, C64 1.527
154 H -6.078 -6.810 0.664  C143 1.090
155 H -0.613 1.890 11.945  C119 1.090
156 C 2.810 8.962 1.067  S34 1.865, C79 1.538, H83 1.090, H121 1.090
157 H -6.489 -0.443 0.034  C149 1.090

Properties
strongest force on any atom: 3.125 eV/A
energy: -180818.4411 eV
SMILES string: O=S1(=O)CCCC1.O=S1(=O)CCCC1.O=S1(=O)CCCC1.O=S1(=O)CCCC1.O=S1(=O)CCCC1.O=S1(=O)CCCC1.O=S1(=O)CCCC1.O=S1(=O)CCCC1.O=S1(=O)CCCC1.CCN(CC)CC